Entry 1:
Computed, not measured: C29H24BClGaO2P as an isolated structure, with ωB97M-V/def2-TZVPD.

Values from the calculation:
Orbital gap = 0.2879 Ha
Charge = 0

CARTESIAN COORDINATES (ANGSTROEM)
C: -0.44460 1.79755 1.74406
C: 0.58183 2.26049 0.89394
C: 0.07627 2.36024 -0.42452
H: 1.59599 2.51615 1.20250
C: -1.28781 1.91975 -0.41820
C: -1.62088 1.59090 0.96474
H: -2.60763 1.31919 1.33710
H: -0.38739 1.62120 2.81700
H: 0.61101 2.71431 -1.30695
H: -1.99680 1.97422 -1.24215
Ga: -0.96804 -0.35780 -0.26449
Cl: -1.99394 -1.08909 -2.05010
P: 2.02231 -0.71480 -1.46627
C: 2.12472 0.34725 -2.94443
C: 3.29649 0.98564 -3.37910
H: 4.21642 0.90437 -2.80182
C: 3.27687 1.74307 -4.55454
H: 4.19021 2.22363 -4.89533
C: 2.10735 1.88425 -5.29819
H: 2.10635 2.44233 -6.23200
C: 0.92906 1.30383 -4.83254
H: 0.00022 1.43292 -5.38075
C: 0.92759 0.55271 -3.66276
H: -0.00377 0.11918 -3.28604
C: 3.49824 -0.34611 -0.48030
C: 3.77726 0.99194 -0.14438
H: 3.11597 1.78936 -0.49479
C: 4.87458 1.29903 0.65742
H: 5.07301 2.33647 0.90798
C: 5.69907 0.28892 1.14971
H: 6.55760 0.53681 1.77023
C: 5.40427 -1.04007 0.84890
H: 6.02967 -1.83158 1.25124
C: 4.30464 -1.36670 0.05732
H: 4.05397 -2.41274 -0.12891
C: 2.21331 -2.42866 -2.05823
C: 2.89985 -2.75410 -3.23202
H: 3.33469 -1.96613 -3.84862
C: 3.02365 -4.09080 -3.63153
H: 3.57655 -4.34049 -4.54009
C: 2.43549 -5.11129 -2.88107
H: 2.53140 -6.15524 -3.19683
C: 1.71752 -4.79180 -1.72105
H: 1.23928 -5.58153 -1.14353
C: 1.61178 -3.46397 -1.30886
H: 1.04219 -3.20121 -0.41427
O: -0.91730 -1.36331 2.95394
B: -1.21484 -1.48193 1.55819
O: -2.40095 -2.27202 1.43317
C: -2.96536 -2.30272 2.67166
C: -4.31153 -2.40951 2.94669
C: -4.77882 -1.90088 4.17756
C: -3.88211 -1.40574 5.12696
C: -2.49349 -1.36286 4.85877
C: -2.05713 -1.76302 3.61057
H: -4.98588 -2.79663 2.17860
H: -5.85755 -1.90148 4.37417
H: -4.26251 -1.03509 6.09311
H: -1.79261 -0.96218 5.59645

Entry 2:
Computed, not measured: C29H24BrCl4F6IN2O5PSSbTl as an isolated structure, with ωB97M-V/def2-TZVPD.

Values from the calculation:
Orbital gap (spin up / spin down) = 0.2550 / 0.1823 Ha
Multiplicity = 2
ΔE to the lowest compared entry with this formula, charge and spin = 46.9 kJ/mol
Charge = 0
Expectation value of S² = 0.7856

CARTESIAN COORDINATES (ANGSTROEM)
Tl: 0.75755 -0.31149 0.42966
Cl: 7.18395 -2.82917 2.49841
C: 5.91208 -2.09815 1.61907
C: 6.22371 -1.36645 0.48680
C: 5.22816 -0.78357 -0.27263
I: 5.68708 0.21528 -2.01873
C: 3.83771 -0.91397 0.08638
O: 2.91914 -0.46278 -0.60928
C: 3.54340 -1.66154 1.32191
N: 2.26122 -1.71721 1.68819
C: 1.92177 -2.36355 2.78912
C: 2.86496 -3.02591 3.57941
C: 4.18613 -2.97125 3.22193
C: 4.55779 -2.26427 2.06798
H: 7.25910 -1.26079 0.19271
H: 0.87385 -2.35050 3.06431
H: 2.54130 -3.53938 4.47508
H: 4.94643 -3.44792 3.82704
O: 0.07242 -6.51535 -2.04781
C: 0.25383 -5.29954 -1.50067
C: 1.22675 -4.40647 -1.92465
C: 1.29459 -3.17600 -1.31363
N: 0.48352 -2.79149 -0.31573
C: -0.41646 -3.67996 0.09474
Br: -1.50290 -3.23963 1.58007
C: -0.57959 -4.93425 -0.45197
H: 0.68356 -6.64949 -2.77967
H: 1.89459 -4.63993 -2.74654
H: 2.00813 -2.43748 -1.65544
H: -1.33105 -5.61688 -0.08259
Cl: 0.87289 1.45782 5.42212
C: 2.34849 1.30892 4.47485
Cl: 3.37840 0.04151 5.20225
Cl: 3.22596 2.84921 4.49995
C: 2.08038 0.89280 2.97594
O: 3.07670 0.86545 2.24853
O: 0.88703 0.58691 2.69745
C: -8.51296 4.89238 -1.27379
C: -7.76553 4.00825 -0.31255
O: -7.07902 4.39759 0.58580
S: -8.01921 2.23820 -0.68762
C: -6.43370 1.53351 -0.28757
C: -5.80174 0.79962 -1.28928
C: -4.51613 0.32378 -1.09806
C: -3.84338 0.59120 0.09681
C: -4.50670 1.26999 1.11884
C: -5.80274 1.72935 0.93630
C: -2.46078 0.22490 0.23482
C: -1.29118 -0.04636 0.33441
H: -8.54216 5.91363 -0.89956
H: -9.52025 4.51052 -1.44615
H: -7.98442 4.86838 -2.22787
H: -6.31271 0.62751 -2.22892
H: -4.00672 -0.22683 -1.88019
H: -3.99573 1.44023 2.05852
H: -6.30898 2.25389 1.73201
F: 0.54380 -0.15214 -2.12456
Sb: 0.37613 -0.29549 -4.04808
F: 2.15121 0.34448 -4.12679
F: -0.25556 1.47870 -4.03134
F: 1.05428 -2.06155 -3.97652
F: -1.35834 -0.95081 -3.72691
F: 0.20707 -0.41529 -5.90836
C: -0.25724 2.81959 -0.97237
P: 1.36101 2.21647 -0.39728
C: 1.78626 3.46725 0.85402
C: 2.47575 2.61792 -1.77131
H: -0.15746 3.86062 -1.28982
H: -0.97570 2.75369 -0.15493
H: -0.61406 2.21839 -1.80856
H: 1.73088 4.45848 0.39721
H: 2.79110 3.28691 1.23189
H: 1.08414 3.41209 1.68712
H: 2.20653 3.60722 -2.14762
H: 2.38892 1.88349 -2.57176
H: 3.50275 2.63674 -1.40458

Entry 3:
Computed, not measured: C29H24BrCl5GeN2O5SY as an isolated structure, with ωB97M-V/def2-TZVPD.

Values from the calculation:
Orbital gap (spin up / spin down) = 0.1839 / 0.2188 Ha
Multiplicity = 2
ΔE to the lowest compared entry with this formula, charge and spin = 0.0 kJ/mol
Charge = -2
Expectation value of S² = 0.7724

CARTESIAN COORDINATES (ANGSTROEM)
Y: 0.72538 -1.09208 0.99585
Br: -4.75539 4.06534 -0.77945
C: -3.56700 2.57147 -0.81876
C: -2.42873 2.57702 -0.02841
C: -1.56038 1.49877 -0.06127
C: -1.80100 0.39122 -0.88821
C: -2.98371 0.40695 -1.64691
C: -3.85685 1.48828 -1.62320
N: -0.92227 -0.70223 -0.89819
C: -0.84139 -1.32013 -2.07215
C: -0.36329 -2.59404 -2.43833
C: -0.24191 -2.85931 -3.83583
C: 0.23450 -4.03726 -4.31395
C: 0.64359 -5.03049 -3.39249
C: 0.50290 -4.77755 -2.06295
N: -0.03452 -3.62762 -1.57351
H: -2.21727 3.41890 0.61740
H: -0.67330 1.52892 0.56022
H: -3.25151 -0.47022 -2.22254
H: -4.76671 1.47032 -2.20817
H: -1.16309 -0.75229 -2.94615
H: -0.54130 -2.06651 -4.51167
H: 0.31704 -4.20513 -5.38232
H: 1.11114 -5.95237 -3.70865
H: 0.81482 -5.47330 -1.29856
C: 1.36879 5.86666 -0.09625
O: 2.31517 5.35571 -1.01978
C: 2.46197 3.99807 -1.04913
C: 3.30119 3.50081 -2.06691
C: 3.46838 2.14400 -2.16201
C: 2.83037 1.23436 -1.29723
C: 2.96222 -0.20278 -1.50062
C: 4.01363 -0.72848 -2.44543
O: 2.22796 -1.02352 -0.94888
C: 2.02714 1.74442 -0.23919
O: 1.48056 1.00252 0.64464
C: 1.85349 3.15679 -0.15200
H: 1.30399 6.93611 -0.27860
H: 1.68369 5.69517 0.93589
H: 0.38702 5.41187 -0.24321
H: 3.77856 4.19261 -2.74916
H: 4.10285 1.75734 -2.95057
H: 3.77478 -0.43439 -3.47194
H: 4.04246 -1.81232 -2.38135
H: 4.99060 -0.31614 -2.18818
H: 1.23041 3.51001 0.65702
Cl: 5.13081 -2.59313 0.94748
Ge: 3.05778 -3.51687 0.41210
Cl: 3.38636 -5.60378 1.33759
Cl: 3.74453 -4.28832 -1.71323
Cl: 1.35042 -3.06911 3.26136
C: 1.98236 -1.36455 2.89873
H: 3.06778 -1.45169 2.91607
H: 1.68407 -0.76654 3.75974
S: -0.37081 -3.57896 0.13852
Cl: -6.33937 0.59330 6.08342
C: -4.88918 0.33142 5.12881
C: -4.73110 -0.86622 4.45253
C: -3.58156 -1.06401 3.69772
C: -2.60521 -0.07935 3.62787
C: -2.78531 1.11289 4.31376
C: -3.93085 1.32899 5.06915
C: -1.36372 -0.29579 2.79583
O: -0.47034 0.57443 2.78917
O: -1.30695 -1.36182 2.11667
H: -5.49744 -1.62778 4.51421
H: -3.42341 -1.98263 3.14634
H: -2.01081 1.86668 4.24323
H: -4.08303 2.25734 5.60403

Entry 4:
Computed, not measured: a 2-piece molecular cluster, C29H24Cl2N4O2 overall, with ωB97M-V/def2-TZVPD.

Values from the calculation:
Orbital gap = 0.1775 Ha
ΔE to the lowest compared entry with this formula, charge and spin = 0.0 kJ/mol
Charge = 0

CARTESIAN COORDINATES (ANGSTROEM)
N: -0.94673 -0.79426 3.84524
C: 0.05475 -0.19149 3.78910
C: 1.26554 0.53649 3.76435
C: 1.25964 1.89614 3.91645
C: 0.04269 2.62624 4.03379
N: -0.95047 3.23228 4.16217
C: 2.50105 2.67740 4.07591
O: 2.44919 3.89702 4.22194
C: 3.77100 1.89157 4.09843
Cl: 5.20261 2.79402 4.25837
C: 3.76963 0.52583 4.06145
Cl: 5.19928 -0.38560 4.21226
C: 2.50061 -0.25554 3.94221
O: 2.43502 -1.47503 4.08126
C: -0.22678 6.21788 -1.19087
C: -0.44517 4.74267 -1.37796
C: 0.60775 3.84249 -1.19198
C: 0.42174 2.46152 -1.32807
C: 1.59751 1.57003 -1.15284
C: -0.84309 1.98211 -1.70255
N: -1.03486 0.59097 -1.90180
C: -0.64395 -0.37684 -1.01593
N: -0.99616 -1.55933 -1.61687
C: -0.67957 -2.81945 -1.07097
C: -0.84383 -2.98141 0.30975
C: -1.35632 -1.84197 1.10031
C: -0.57209 -4.23317 0.88044
C: -0.08535 -5.28932 0.10150
C: 0.20526 -6.62265 0.73216
C: 0.12218 -5.07968 -1.26932
C: -0.15377 -3.84412 -1.87377
C: 0.21215 -3.62064 -3.30293
C: -1.63587 -1.31445 -2.84244
C: -1.65118 0.00450 -3.02339
C: -1.91957 2.86284 -1.89423
C: -3.29601 2.36202 -2.17640
C: -1.70226 4.23892 -1.73495
H: -1.16699 6.76734 -1.29906
H: 0.17934 6.44149 -0.19642
H: 0.48528 6.62851 -1.91863
H: 1.60106 4.21413 -0.93916
H: 1.31213 0.51115 -1.12068
H: 2.32787 1.73155 -1.96135
H: 2.10767 1.81694 -0.21239
H: -1.23827 -2.02928 2.17012
H: -0.80170 -0.90078 0.83101
H: -2.42620 -1.65622 0.91998
H: -0.75025 -4.38029 1.94698
H: 0.64425 -7.31626 0.00829
H: 0.90453 -6.52968 1.57225
H: -0.70290 -7.09062 1.13387
H: 0.52499 -5.88752 -1.88883
H: 0.75279 -4.50353 -3.65887
H: -0.66204 -3.49829 -3.95092
H: 0.87663 -2.75858 -3.44547
H: -2.02727 -2.10929 -3.44475
H: -2.01547 0.59261 -3.84053
H: -3.99178 3.20341 -2.09258
H: -3.40207 1.96086 -3.19059
H: -3.62501 1.59639 -1.46237
H: -2.54118 4.92798 -1.87969

Entry 5:
Computed, not measured: C29H24FeO8S2 as an isolated structure, with ωB97M-V/def2-TZVPD.

Values from the calculation:
Orbital gap (spin up / spin down) = 0.2313 / 0.2098 Ha
Multiplicity = 5
Charge = 0
Expectation value of S² = 6.0936

CARTESIAN COORDINATES (ANGSTROEM)
C: -3.65427 4.10135 1.52356
O: -2.51006 4.16415 0.64393
C: -1.33117 3.60471 1.00717
C: -0.95089 3.05960 2.27157
C: -0.54789 1.57986 2.19924
C: 0.24163 1.16529 0.95986
C: 0.45376 2.19954 0.05656
C: -0.25669 3.45483 0.05321
Fe: 0.34185 4.71833 1.70070
C: 1.45716 4.57275 3.05006
O: 2.31878 4.79736 3.79743
C: -0.27364 6.27117 2.13268
O: -0.23079 7.40641 2.39380
C: 1.56502 5.31094 0.60873
O: 2.42886 5.74702 -0.03215
H: -4.03221 5.12276 1.62687
H: -4.41462 3.48955 1.02374
H: -3.43434 3.68667 2.51699
H: -1.50828 3.36570 3.16326
H: 0.02940 1.35384 3.11230
H: -1.47594 0.97617 2.26357
H: 0.99517 0.38022 1.13456
H: 1.23720 2.12627 -0.69814
H: -0.29832 4.02677 -0.87609
C: -4.27748 -1.38244 -1.01852
C: -3.53087 -0.25576 -1.38628
C: -2.22369 -0.10342 -0.93381
C: -1.60064 -1.09298 -0.13682
C: -0.14472 -1.05088 0.06565
S: 0.47421 -2.60146 0.80945
C: 2.23387 -2.66096 1.19232
C: 2.99859 -3.73005 0.72535
C: 4.33518 -3.82861 1.11622
C: 4.87851 -2.89048 1.99452
C: 4.08548 -1.85222 2.48804
C: 2.74725 -1.75056 2.11036
O: -0.15339 -2.70081 2.11608
O: 0.27474 -3.62773 -0.19836
S: 0.79814 -0.80249 -1.45788
C: 0.49658 -1.92934 -2.83239
C: 1.25184 -3.09143 -2.98442
C: 1.09269 -3.88372 -4.12266
C: 0.21899 -3.48668 -5.13555
C: -0.50997 -2.30319 -4.99950
C: -0.36337 -1.51806 -3.85730
O: 0.44788 0.47432 -2.03828
O: 2.16595 -1.02973 -1.01074
C: -2.43978 -2.11518 0.38089
C: -3.73141 -2.29477 -0.10969
H: -5.28540 -1.52890 -1.41137
H: -3.95571 0.51243 -2.03196
H: -1.66241 0.79688 -1.16247
H: 2.54945 -4.46966 0.06466
H: 4.93640 -4.64845 0.72727
H: 5.91927 -2.97040 2.30241
H: 4.49357 -1.11513 3.17615
H: 2.09727 -0.97872 2.51851
H: 1.96468 -3.37526 -2.21601
H: 1.66382 -4.80710 -4.21106
H: 0.10771 -4.09554 -6.03129
H: -1.19153 -1.97622 -5.78342
H: -0.90643 -0.58208 -3.75523
H: -2.09538 -2.77975 1.16896
H: -4.30959 -3.15476 0.23474

Entry 6:
Computed, not measured: C29H24HfN10S3Se as an isolated structure, with ωB97M-V/def2-TZVPD.

Values from the calculation:
Orbital gap = 0.2129 Ha
ΔE to the lowest compared entry with this formula, charge and spin = 0.0 kJ/mol
Charge = 0

CARTESIAN COORDINATES (ANGSTROEM)
Hf: 0.76757 -0.06989 0.60955
S: 0.23472 -2.69055 1.07334
C: 0.06708 -3.38406 -0.51348
C: -0.32641 -4.75248 -0.52903
N: -0.63309 -5.86149 -0.49460
C: 0.29562 -2.71903 -1.67442
S: 0.81097 -1.06500 -1.81674
C: 0.09152 -3.34796 -2.93721
N: -0.07418 -3.77448 -3.99379
C: -0.77993 2.48937 5.63328
C: -0.17851 1.29890 6.01940
C: 0.50323 0.52982 5.09326
C: 0.59720 0.95863 3.77031
C: -0.00769 2.15275 3.38159
C: -0.69477 2.91039 4.31355
N: 1.27893 0.20845 2.78270
N: 2.22460 -0.52039 3.22148
C: 2.94773 -1.23587 2.31130
C: 3.97514 -2.04297 2.83737
C: 4.77316 -2.75736 1.98097
C: 4.55759 -2.66433 0.60258
C: 3.53508 -1.88230 0.08935
C: 2.69527 -1.13903 0.91582
H: -1.30764 3.09258 6.36031
H: -0.24481 0.96627 7.04698
H: 0.97102 -0.40488 5.36843
H: 0.08602 2.49434 2.35633
H: -1.15824 3.83978 4.00828
H: 4.10923 -2.08805 3.91083
H: 5.56427 -3.38896 2.36239
H: 5.19920 -3.21501 -0.07402
H: 3.39800 -1.85148 -0.98499
N: 2.47810 2.30876 -0.73148
C: 1.98251 1.73606 0.14144
C: -2.33871 0.34928 -3.87532
N: -1.01574 0.92809 -3.87001
C: -0.44352 1.59004 -2.84323
Se: -1.12181 1.69168 -1.10887
N: 0.76609 2.00462 -3.24313
C: 1.04561 1.49677 -4.49915
C: 2.19383 1.52392 -5.27434
C: 2.16650 0.80312 -6.45561
C: 1.02434 0.10648 -6.85844
C: -0.13388 0.11048 -6.10101
C: -0.09736 0.80858 -4.90411
H: -2.87402 0.69982 -2.99825
H: -2.27747 -0.73997 -3.85340
H: -2.86927 0.66167 -4.77448
H: 1.44353 2.43136 -2.60688
H: 3.07256 2.06316 -4.94756
H: 3.05601 0.75842 -7.06950
H: 1.05176 -0.46126 -7.77853
H: -1.00992 -0.43952 -6.41675
C: -4.91250 1.77953 0.28254
C: -4.12398 2.25173 1.51407
C: -3.17001 1.19020 1.94262
N: -2.03522 0.97807 1.39274
N: -1.36415 -0.11626 1.85207
C: -2.01596 -0.74529 2.80438
N: -1.55616 -1.81058 3.47829
S: -3.53799 0.00420 3.18227
H: -5.61331 2.55087 -0.03549
H: -5.46958 0.86732 0.49927
H: -4.21606 1.58081 -0.53099
H: -4.80239 2.50078 2.33003
H: -3.54086 3.13284 1.24382
H: -0.81721 -2.34623 3.03965
H: -2.20163 -2.33530 4.04223

Entry 7:
Computed, not measured: C29H24MoN6S as an isolated structure, with ωB97M-V/def2-TZVPD.

Values from the calculation:
Orbital gap (spin up / spin down) = 0.2391 / 0.2622 Ha
Multiplicity = 3
ΔE to the lowest compared entry with this formula, charge and spin = 23.1 kJ/mol
Charge = +2
Expectation value of S² = 2.0779

CARTESIAN COORDINATES (ANGSTROEM)
Mo: 0.92868 -0.62921 -0.60277
C: 1.64811 3.87176 3.86731
C: 1.03415 2.89289 2.91145
C: 0.37114 1.75528 3.38059
C: -0.16716 0.83100 2.50784
C: -0.07078 1.02872 1.13528
N: -0.62082 0.08606 0.20052
C: -1.98688 0.18252 -0.14070
C: -2.80249 1.10159 0.52521
C: -4.13688 1.24432 0.21184
C: -4.71505 0.48767 -0.80483
C: -6.15231 0.66620 -1.19474
C: -3.90529 -0.41736 -1.47797
C: -2.56868 -0.59496 -1.15367
N: -1.83088 -1.57174 -1.88301
C: -2.33024 -2.55563 -2.66285
C: -1.28182 -3.17335 -3.30307
C: -0.14762 -2.51455 -2.84285
N: -0.48049 -1.54508 -1.98563
C: 0.60615 2.15547 0.65293
C: 1.15404 3.06884 1.53693
N: 0.77616 2.34453 -0.74885
C: 0.75285 3.48624 -1.46361
C: 1.03782 3.17004 -2.77294
C: 1.22979 1.78972 -2.78172
N: 1.07220 1.29311 -1.55600
H: 1.04858 3.96327 4.77131
H: 1.75473 4.85737 3.41832
H: 2.64181 3.53110 4.16542
H: 0.28095 1.59621 4.44742
H: -0.68829 -0.04456 2.87474
H: -2.37676 1.71211 1.30858
H: -4.73594 1.96149 0.75732
H: -6.71948 1.13613 -0.39427
H: -6.61989 -0.28691 -1.43810
H: -6.22816 1.30548 -2.07663
H: -4.33741 -0.97877 -2.29470
H: -3.38488 -2.75854 -2.71103
H: -1.33702 -3.99248 -3.99786
H: 0.89002 -2.70039 -3.07417
H: 1.70509 3.91713 1.14854
H: 0.51954 4.42791 -0.99541
H: 1.09495 3.84591 -3.60748
H: 1.47287 1.13876 -3.60574
S: 5.08941 -1.28723 1.11134
C: 5.05976 0.35591 0.64853
C: 3.85369 0.73169 0.13494
C: 2.90757 -0.33191 0.10736
C: 3.46641 -1.49119 0.61301
C: 2.68641 -2.71300 0.70992
C: 3.12302 -3.91048 1.25418
C: 2.25550 -4.98655 1.29851
C: 0.96269 -4.84949 0.79876
C: 0.59298 -3.63862 0.26189
N: 1.43054 -2.58714 0.21182
H: 5.94555 0.95933 0.77267
H: 3.66339 1.73467 -0.22177
H: 4.12984 -3.99231 1.63986
H: 2.58072 -5.92767 1.72138
H: 0.25835 -5.66765 0.82616
H: -0.40022 -3.48368 -0.13946

| no. | electronic energy (Eh) | largest force on an atom (Eh/bohr) |
| --- | --- | --- |
| 1 | -4021.2212 | 0.0309 |
| 2 | -8069.2621 | 0.0175 |
| 3 | -8994.0086 | 0.0254 |
| 4 | -2409.2577 | 0.0633 |
| 5 | -3781.1610 | 0.1127 |
| 6 | -5311.1413 | 0.0590 |
| 7 | -1913.9153 | 0.0045 |